<1>
C4H12 | ωB97M-V/def2-TZVPD

Atoms and positions in Å:
C -1.3933 0.6859 1.2515
C -1.0548 0.2790 2.6730
H -2.3600 0.2791 0.9945
H -1.4103 1.7746 1.0792
H -0.5560 0.3660 0.5697
H -0.0066 0.3737 2.9376
H -1.2162 -0.8030 2.7967
H -1.8156 0.8157 3.2603
C 0.9471 -0.2966 -1.2650
C 1.4916 -0.7121 -2.6724
H 1.7303 -0.4842 -0.4965
H 0.9469 0.7834 -1.1200
H -0.0647 -0.6509 -1.0082
H 1.7331 -1.7691 -2.7544
H 0.6151 -0.5413 -3.3044
H 2.3386 -0.0441 -2.7728

Computed properties:
Multiplicity: 2
LUMO (spin up / spin down) (eV): -2.870 / -11.399
⟨S²⟩: 0.75
HOMO (spin up / spin down) (eV): -17.0 / -15.2
Net charge: +1

These are the natural (NBO) partial charges, in e, on atoms 1 to 2:
1. C -0.5314
2. C -0.5871

<2>
C4H12 | ωB97M-V/def2-TZVPD

Atoms and positions in Å:
C -1.9890 -1.2906 0.9563
C -1.4871 -1.2096 -0.4390
H -1.8473 -0.3783 1.5794
H -3.0682 -1.4503 1.0300
H -1.4454 -2.0374 1.5484
H -2.0412 -1.9274 -1.1031
H -0.4200 -1.3876 -0.5272
H -1.8582 -0.3123 -0.9785
C 2.3520 1.0012 -0.6573
C 1.1669 1.4077 0.1440
H 3.0804 0.4100 -0.0846
H 2.1035 0.6193 -1.6417
H 2.9740 1.9316 -0.7946
H 0.6090 2.2335 -0.3369
H 1.4641 1.8054 1.1106
H 0.4064 0.5846 0.1942

Computed properties:
Multiplicity: 2
LUMO (spin up / spin down) (eV): -2.820 / -11.453
⟨S²⟩: 0.75
HOMO (spin up / spin down) (eV): -16.8 / -14.9
Net charge: +1

These are the natural (NBO) partial charges, in e, on atoms 1 to 2:
1. C -0.6095
2. C -0.5900

<3>
C4H12 | ωB97M-V/def2-TZVPD

Atoms and positions in Å:
C -0.1168 0.6546 -2.0474
C 0.4016 -0.5379 -2.8854
H -1.1258 1.0399 -2.1847
H 0.0963 0.8358 -1.0416
H 0.3626 1.5335 -2.6462
H 1.4107 -0.8183 -2.3755
H 0.3413 -0.3073 -3.9599
H -0.1534 -1.3737 -2.7203
C -0.6488 -0.6255 2.5422
C 0.3969 0.4755 2.4132
H -1.6742 -0.3883 2.3405
H -0.4505 -1.5524 1.9770
H -0.7641 -1.0884 3.5921
H 0.0610 1.3501 2.8695
H 0.4912 0.6773 1.3428
H 1.3720 0.1251 2.7837

Computed properties:
Multiplicity: 2
LUMO (spin up / spin down) (eV): -3.721 / -11.926
⟨S²⟩: 0.75
HOMO (spin up / spin down) (eV): -14.3 / -14.3
Net charge: +1

These are the natural (NBO) partial charges, in e, on atoms 1 to 2:
1. C -0.4676
2. C -0.5981

Most stable to least stable: <2>, <1>, <3>